(1)
C6H13NO | wB97M-V/def2-TZVPD

Properties
Energy relative to the best compared isomer or geometry (same formula, charge and spin), kJ/mol: 232.1
E, eV: -9968.7686
SMILES: CC[C@@H](O)/C(C)=C\N
LUMO, eV: 0.920
HOMO, eV: -7.611

Cartesian coordinates (Å):
C: 1.203 0.927 1.263
C: 0.786 -0.527 1.401
C: -0.800 -0.787 0.470
O: -1.860 -0.417 1.280
C: -0.722 -0.141 -0.844
C: -1.603 1.043 -1.132
C: 0.240 -0.534 -1.719
N: 1.200 -1.450 -1.389
H: 0.398 1.597 1.569
H: 1.435 1.170 0.222
H: 2.072 1.163 1.878
H: 0.385 -0.722 2.397
H: 1.654 -1.191 1.380
H: -0.802 -1.875 0.416
H: -1.887 0.545 1.340
H: -2.652 0.797 -0.958
H: -1.351 1.902 -0.503
H: -1.488 1.357 -2.168
H: 0.394 0.021 -2.638
H: 1.354 -1.471 -0.326
H: 2.045 -1.405 -1.939

For each atom in turn, the Löwdin charge in e is: C -0.131; C -0.160; C -0.293; O -0.014; C -0.300; C -0.062; C -0.190; N 0.053; H 0.067; H 0.069; H 0.069; H 0.084; H 0.078; H 0.136; H 0.089; H 0.079; H 0.075; H 0.077; H 0.117; H 0.075; H 0.084

=====

(2)
C17H12NO5OsS | wB97M-V/def2-TZVPD

Properties
Energy relative to the best compared isomer or geometry (same formula, charge and spin), kJ/mol: 60.4
E, eV: -42816.3304
LUMO (alpha / beta), eV: -11.462 / -13.459
HOMO (alpha / beta), eV: -14.165 / -18.221
Net charge: +3
Multiplicity: 5

Cartesian coordinates (Å):
O: -0.010 4.924 -6.583
C: 0.192 4.017 -5.901
Os: 0.246 0.002 -2.918
O: 1.199 2.650 -1.576
C: 0.861 1.647 -2.051
C: 0.046 -1.911 -3.284
O: -0.101 -3.048 -3.461
C: 1.140 0.357 -4.582
O: 1.690 0.554 -5.588
C: -1.456 0.546 -3.534
O: -2.490 0.872 -3.960
H: 0.241 2.875 -5.059
N: -0.334 -0.501 -0.953
S: 0.721 -0.424 0.314
C: 0.122 0.928 1.329
C: -1.172 0.915 1.843
C: -1.604 1.989 2.630
C: -0.728 3.044 2.910
C: 0.582 3.032 2.418
C: 1.010 1.977 1.614
C: 0.432 -1.862 1.359
C: 0.642 -1.775 2.746
C: 0.476 -2.910 3.543
C: 0.138 -4.135 2.955
C: -0.020 -4.228 1.567
C: 0.145 -3.098 0.762
H: -1.122 -1.115 -0.743
H: -1.822 0.066 1.634
H: -2.622 1.990 3.020
H: -1.065 3.878 3.527
H: 1.274 3.844 2.649
H: 2.019 1.937 1.207
H: 0.925 -0.820 3.189
H: 0.622 -2.837 4.622
H: 0.022 -5.022 3.578
H: -0.258 -5.184 1.100
H: 0.058 -3.172 -0.323

For each atom in turn, the Löwdin charge in e is: O 0.333; C 0.317; Os 1.119; O 0.131; C -0.283; C -0.226; O 0.181; C -0.314; O 0.140; C -0.293; O 0.156; H 0.316; N -0.455; S 1.095; C -0.411; C -0.047; C -0.005; C -0.009; C 0.048; C -0.049; C -0.313; C -0.001; C 0.034; C 0.077; C 0.039; C -0.020; H 0.046; H 0.131; H 0.138; H 0.138; H 0.154; H 0.130; H 0.137; H 0.148; H 0.157; H 0.148; H 0.115

=====

(3)
C30H30N2O5RuS | wB97M-V/def2-TZVPD

Properties
Energy relative to the best compared isomer or geometry (same formula, charge and spin), kJ/mol: 126.9
E, eV: -58225.0460
LUMO (alpha / beta), eV: -3.433 / -3.842
HOMO (alpha / beta), eV: -10.765 / -10.863
Net charge: +1
Multiplicity: 2

Cartesian coordinates (Å):
Ru: 0.314 -0.387 -0.168
C: -0.656 2.884 -2.534
C: -1.006 1.715 -1.674
O: -0.253 1.474 -0.708
C: -2.203 0.930 -1.930
C: -3.283 1.534 -2.597
C: -4.480 0.880 -2.752
C: -4.620 -0.422 -2.261
C: -3.581 -1.058 -1.622
C: -2.351 -0.399 -1.448
O: -1.381 -1.098 -0.889
H: 0.396 3.118 -2.394
H: -1.250 3.755 -2.246
H: -0.871 2.667 -3.578
H: -3.169 2.546 -2.966
H: -5.310 1.366 -3.244
H: -5.561 -0.942 -2.391
H: -3.679 -2.070 -1.257
C: -0.012 -4.883 -6.135
C: 0.560 -3.961 -5.099
C: -0.143 -3.670 -3.931
C: 0.392 -2.846 -2.955
C: 1.652 -2.305 -3.155
C: 2.378 -2.577 -4.307
C: 1.823 -3.398 -5.272
S: 2.382 -1.201 -2.000
O: 1.667 0.088 -2.031
O: 3.793 -1.158 -2.221
N: 1.931 -1.761 -0.534
C: 2.679 -1.216 0.526
C: 4.055 -1.275 0.728
C: 4.517 -0.691 1.891
C: 3.638 -0.054 2.779
C: 2.300 0.001 2.468
N: 1.836 -0.589 1.358
H: -1.082 -5.024 -5.995
H: 0.465 -5.863 -6.081
H: 0.155 -4.494 -7.139
H: -1.126 -4.097 -3.781
H: -0.173 -2.637 -2.057
H: 3.365 -2.157 -4.443
H: 2.384 -3.610 -6.174
H: 4.703 -1.751 0.010
H: 5.574 -0.721 2.120
H: 4.005 0.397 3.689
H: 1.571 0.498 3.096
C: -3.680 0.457 7.327
C: -3.007 0.163 6.022
C: -2.785 1.172 5.089
C: -2.166 0.927 3.876
C: -1.984 2.071 2.923
C: -1.761 -0.405 3.590
C: -1.176 -0.754 2.329
O: -0.763 0.070 1.493
C: -1.972 -1.443 4.531
C: -1.555 -2.875 4.317
C: -2.589 -1.132 5.728
H: -3.965 1.504 7.404
H: -3.017 0.218 8.160
H: -4.577 -0.153 7.442
H: -3.112 2.179 5.316
H: -2.493 2.952 3.310
H: -2.382 1.843 1.934
H: -0.930 2.314 2.784
H: -1.093 -1.813 2.070
H: -0.759 -3.012 3.590
H: -2.408 -3.479 4.004
H: -1.196 -3.289 5.259
H: -2.744 -1.917 6.459

For each atom in turn, the Löwdin charge in e is: Ru 1.472; C 0.017; C -0.330; O -0.093; C -0.096; C -0.025; C -0.073; C -0.055; C -0.002; C -0.305; O -0.232; H 0.099; H 0.106; H 0.103; H 0.115; H 0.109; H 0.114; H 0.120; C -0.039; C -0.254; C -0.019; C -0.049; C -0.288; C -0.042; C -0.020; S 0.659; O -0.342; O -0.256; N -0.202; C -0.400; C 0.014; C -0.019; C -0.040; C -0.092; N -0.007; H 0.079; H 0.092; H 0.086; H 0.118; H 0.086; H 0.117; H 0.123; H 0.119; H 0.121; H 0.112; H 0.119; C -0.029; C -0.226; C 0.009; C -0.167; C -0.022; C -0.098; C -0.114; O -0.144; C -0.186; C -0.029; C 0.003; H 0.082; H 0.094; H 0.094; H 0.123; H 0.086; H 0.088; H 0.092; H 0.130; H 0.069; H 0.102; H 0.091; H 0.132

=====

(4)
C16H15ClN2O2SeTc | wB97M-V/def2-TZVPD

Properties
Energy relative to the best compared isomer or geometry (same formula, charge and spin), kJ/mol: 227.7
E, eV: -103958.7220
LUMO (alpha / beta), eV: -7.949 / -11.675
HOMO (alpha / beta), eV: -12.919 / -14.718
Net charge: +2
Multiplicity: 4

Cartesian coordinates (Å):
Cl: -1.394 2.296 -1.465
C: -0.875 -2.055 -1.268
C: 0.537 -2.226 -1.069
C: 1.208 -1.113 -1.625
H: 0.999 -3.073 -0.599
C: 0.245 -0.258 -2.310
C: -1.067 -0.828 -2.012
H: -1.950 -0.507 -2.550
H: -1.645 -2.717 -0.922
H: 2.274 -0.959 -1.741
C: 0.535 0.966 -3.106
Tc: -0.275 0.155 -0.273
C: 1.339 0.815 0.506
O: 2.272 1.228 1.068
C: -1.682 1.180 0.584
O: -2.521 1.773 1.129
H: 1.477 1.438 -2.812
H: -0.226 1.742 -2.876
H: 0.450 0.775 -4.179
C: 1.605 -1.628 4.074
N: 0.563 -0.619 4.095
C: -0.462 -0.482 3.214
Se: -0.767 -1.469 1.659
N: -1.243 0.521 3.692
C: -0.726 1.010 4.900
C: -1.230 1.911 5.834
C: -0.554 2.067 7.057
C: 0.608 1.319 7.287
C: 1.120 0.422 6.345
C: 0.440 0.309 5.138
H: 2.583 -1.134 4.053
H: 1.455 -2.251 3.187
H: 1.553 -2.227 4.991
H: -2.112 0.825 3.269
H: -2.131 2.470 5.601
H: -0.923 2.749 7.836
H: 1.122 1.437 8.229
H: 2.013 -0.181 6.492

For each atom in turn, the Löwdin charge in e is: Cl 0.363; C -0.143; C -0.129; C -0.094; H 0.117; C -0.427; C -0.206; H 0.130; H 0.111; H 0.137; C -0.111; Tc 0.973; C -0.222; O 0.134; C -0.537; O 0.052; H 0.096; H -0.083; H 0.109; C 0.019; N -0.035; C -0.584; Se 0.910; N 0.197; C -0.105; C 0.137; C 0.036; C 0.042; C 0.138; C -0.114; H 0.123; H 0.075; H 0.122; H 0.161; H 0.158; H 0.151; H 0.143; H 0.155

=====

(5)
C3H5NO | wB97M-V/def2-TZVPD

Properties
Energy relative to the best compared isomer or geometry (same formula, charge and spin), kJ/mol: 116.7
E, eV: -6728.3627
SMILES: O=C1CCN1
LUMO, eV: 0.951
HOMO, eV: -9.674

Cartesian coordinates (Å):
O: -0.365 1.899 -1.241
C: -0.121 0.897 -0.616
C: -0.759 -0.479 -0.555
C: 0.378 -0.696 0.720
N: 0.774 0.652 0.379
H: -1.837 -0.319 -0.325
H: -0.766 -1.017 -1.519
H: -0.215 -0.820 1.633
H: 1.308 -1.294 0.924
H: 1.603 1.177 0.600

For each atom in turn, the Löwdin charge in e is: O 0.064; C -0.554; C 0.002; C -0.100; N 0.037; H 0.112; H 0.103; H 0.082; H 0.111; H 0.142

=====

(6)
C27H78N12O9 | wB97M-V/def2-TZVPD

Properties
Energy relative to the best compared isomer or geometry (same formula, charge and spin), kJ/mol: 357.4
E, eV: -65568.9269
SMILES: COC[C@H](C)N.COC[C@H](C)N.COC[C@H](C)N.COC[C@H](C)N.COC[C@H](C)N.COC[C@H](C)N.NC(N)=O.NC(N)=O.NC(N)=O
LUMO, eV: 0.125
HOMO, eV: -8.020

Cartesian coordinates (Å):
C: 12.240 8.864 9.807
O: 13.166 9.535 10.642
C: 12.649 10.730 11.149
C: 13.483 11.104 12.354
C: 15.077 10.774 12.279
N: 12.969 10.379 13.511
H: 11.182 9.047 9.998
H: 12.408 7.802 9.628
H: 12.373 9.380 8.856
H: 12.735 11.503 10.386
H: 11.577 10.721 11.348
H: 13.372 12.156 12.616
H: 15.286 9.704 12.302
H: 15.568 11.376 13.044
H: 15.487 11.079 11.316
H: 11.967 10.399 13.637
H: 13.363 10.779 14.351
C: 15.966 6.819 9.137
O: 16.476 7.975 8.434
C: 15.409 8.830 8.042
C: 15.944 10.302 8.107
C: 14.812 11.265 7.542
N: 17.063 10.497 7.185
H: 15.526 6.070 8.479
H: 15.164 7.090 9.823
H: 16.770 6.357 9.710
H: 15.113 8.478 7.053
H: 14.564 8.766 8.727
H: 16.382 10.519 9.081
H: 14.834 12.262 7.982
H: 13.849 10.853 7.842
H: 14.828 11.176 6.455
H: 16.712 10.455 6.239
H: 17.688 9.709 7.268
C: 19.836 10.621 17.955
O: 18.986 9.570 17.605
C: 17.826 9.875 16.895
C: 16.857 8.720 16.738
C: 15.936 8.879 15.568
N: 16.051 8.781 17.965
H: 20.175 11.290 17.163
H: 20.702 10.214 18.477
H: 19.323 11.210 18.716
H: 17.374 10.757 17.349
H: 18.086 10.283 15.919
H: 17.496 7.838 16.788
H: 16.388 8.813 14.579
H: 15.407 9.831 15.532
H: 15.171 8.103 15.534
H: 15.489 9.620 17.929
H: 16.827 8.992 18.577
C: 7.962 9.190 8.187
O: 7.780 10.564 8.434
C: 8.916 10.996 9.184
C: 8.685 12.305 9.914
C: 7.956 13.387 9.115
N: 10.019 12.798 10.452
H: 7.014 8.784 7.834
H: 8.149 8.647 9.114
H: 8.877 8.937 7.651
H: 9.207 10.274 9.947
H: 9.711 10.929 8.441
H: 8.015 12.018 10.724
H: 6.901 13.115 9.123
H: 8.223 13.443 8.060
H: 8.124 14.361 9.575
H: 10.136 13.732 10.818
H: 10.663 12.818 9.675
C: 11.555 12.819 6.835
O: 12.057 13.403 8.013
C: 12.928 14.511 7.746
C: 13.569 15.121 9.050
C: 14.613 16.257 8.942
N: 14.186 14.119 9.961
H: 10.673 12.188 6.945
H: 12.358 12.330 6.284
H: 11.262 13.720 6.297
H: 13.770 14.231 7.113
H: 12.317 15.260 7.242
H: 12.711 15.549 9.570
H: 14.782 16.677 9.933
H: 14.150 16.997 8.289
H: 15.545 15.868 8.533
H: 13.446 13.433 10.004
H: 14.880 13.526 9.528
C: 18.309 17.312 11.063
O: 17.772 17.045 12.389
C: 16.945 15.878 12.396
C: 16.219 15.658 13.742
C: 15.292 14.418 13.737
N: 15.458 16.827 14.159
H: 18.927 18.209 11.037
H: 17.530 17.551 10.339
H: 18.917 16.562 10.558
H: 16.135 16.083 11.696
H: 17.640 15.059 12.212
H: 17.023 15.324 14.398
H: 14.570 14.517 12.927
H: 14.823 14.525 14.715
H: 15.755 13.448 13.554
H: 15.255 16.783 15.147
H: 16.009 17.673 14.128
N: 13.567 12.553 16.841
C: 13.450 11.298 17.273
N: 12.370 10.678 16.872
O: 14.253 10.837 18.062
H: 14.357 13.083 17.181
H: 12.735 12.982 16.462
H: 11.678 10.993 16.207
H: 12.258 9.767 17.293
N: 10.493 12.839 13.611
C: 10.014 11.693 13.967
N: 9.458 11.052 13.023
O: 10.146 11.322 15.116
H: 10.492 13.178 12.659
H: 10.709 13.537 14.308
H: 9.631 11.402 12.092
H: 9.097 10.130 13.223
N: 12.252 7.671 14.312
C: 11.267 7.062 13.820
N: 11.168 7.285 12.546
O: 10.711 6.208 14.468
H: 12.758 8.197 13.613
H: 12.473 7.664 15.298
H: 11.799 7.860 12.005
H: 10.586 6.621 12.057

Löwdin atomic charge list, values in e, 99 entries: C -0.118; O -0.183; C -0.215; C -0.350; C -0.007; N 0.054; H 0.070; H 0.099; H 0.074; H 0.100; H 0.091; H 0.109; H 0.069; H 0.048; H 0.051; H 0.046; H 0.058; C -0.082; O -0.190; C -0.198; C -0.364; C -0.034; N 0.021; H 0.083; H 0.072; H 0.089; H 0.133; H 0.075; H 0.127; H 0.045; H 0.050; H 0.079; H 0.057; H 0.064; C -0.119; O -0.178; C -0.249; C -0.410; C -0.066; N 0.039; H 0.086; H 0.088; H 0.085; H 0.124; H 0.117; H 0.143; H 0.069; H 0.064; H 0.074; H -0.002; H 0.059; C -0.116; O -0.157; C -0.221; C -0.367; C -0.045; N 0.052; H 0.099; H 0.079; H 0.089; H 0.098; H 0.109; H 0.129; H 0.080; H 0.078; H 0.077; H 0.076; H 0.043; C -0.092; O -0.243; C -0.171; C -0.388; C -0.057; N 0.062; H 0.079; H 0.083; H 0.086; H 0.120; H 0.122; H 0.127; H 0.064; H 0.075; H 0.080; H 0.026; H 0.055; C -0.097; O -0.191; C -0.191; C -0.439; C -0.058; N 0.048; H 0.081; H 0.070; H 0.082; H 0.102; H 0.132; H 0.126; H 0.058; H 0.060